Entry 1:
The following is a quantum chemistry calculation of a cluster of 2 separate species, C3H8O in total in a non-equilibrium geometry, from OMol25.

Structure (XYZ):
```
12
C3H8O, DFT the ωB97M-V functional and the def2-TZVPD basis
C 0.3545 3.9512 -4.0313
O -0.4959 4.6914 -4.4761
H 0.9129 3.9816 -3.0506
H 0.6587 3.0738 -4.6284
C 0.5046 -1.8270 2.2673
C -0.9109 -2.0837 1.7812
H 0.5073 -1.6481 3.3177
H 1.0206 -1.0784 1.6016
H 1.0591 -2.7837 2.2417
H -0.7970 -2.8899 0.8774
H -1.5374 -2.3233 2.6505
H -1.2764 -1.0638 1.4491
```

Calculated values
Charge: 0
Lowest unoccupied orbital energy: 0.8 eV
Spin multiplicity: 1
SMILES: C=O.CC
Frontier orbital gap: 0.4073 Ha
E_HOMO: -10.299 eV

Entry 2:
The following is a quantum chemistry calculation of an isolated molecule of C4H7N3, from OMol25.

Structure (XYZ):
```
14
C4H7N3, DFT the ωB97M-V functional and the def2-TZVPD basis
C -1.6516 -0.5790 0.4765
N -1.9137 0.3142 -0.6641
C -0.5458 0.0995 -0.2873
N 0.3353 -0.6287 -1.1284
N 1.5550 -0.4999 -0.3745
C 1.5189 0.8007 0.3566
C 0.2514 1.1738 0.3948
H 1.6645 -1.2480 0.3332
H -2.0218 -0.2290 1.4388
H -1.6973 -1.6532 0.3093
H -2.1131 -0.2227 -1.5047
H 2.3466 -0.5813 -1.0136
H 2.4274 1.1975 0.7889
H -0.1555 2.0560 0.8744
```

Calculated values
Charge: 0
Lowest unoccupied orbital energy: 0.6 eV
Spin multiplicity: 1
Frontier orbital gap: 0.2807 Ha
E_HOMO: -7.041 eV

Entry 3:
The following is a quantum chemistry calculation of a structure of composition C21H17Br3FIInN2O4S in a non-equilibrium geometry, from OMol25.

Structure (XYZ):
```
51
C21H17Br3FIInN2O4S, DFT the ωB97M-V functional and the def2-TZVPD basis
C -1.1642 -4.7706 -3.3665
C -0.7989 -4.9554 -1.8177
O -2.0715 -4.9388 -1.0352
C -1.9415 -3.7549 -0.2447
C -2.1284 -2.4053 -1.0527
C -1.9479 -1.1020 -0.2374
C -1.6121 -1.1648 1.3342
C -1.4569 -2.5071 2.1261
C -1.1263 -2.4108 3.6848
C 0.4181 -2.0149 3.9910
O 1.1320 -1.5819 3.0557
I 1.1651 -2.2158 6.0530
C -1.6349 -3.8155 1.3128
O -1.4972 -5.0520 2.0337
N -0.1433 -5.2202 2.3795
O 0.4349 -5.6949 1.4532
S -1.3835 0.4955 2.1195
C -0.4475 1.4058 0.7861
C 0.7443 2.3726 1.1123
C 1.1302 2.5744 2.6546
C 2.3035 3.6472 2.9155
F 3.5304 2.8949 3.1540
C 1.4579 3.0233 -0.1043
C 1.0321 2.7287 -1.6052
C 1.8180 3.3753 -2.8353
Br 2.7569 2.1620 -4.1273
C 1.9407 4.7765 -3.1119
C 1.2817 5.8930 -2.1648
Br 2.9307 5.4818 -4.6987
C -0.1940 1.7712 -1.8928
Br -0.7326 1.4717 -3.7969
C -0.9464 1.0856 -0.6857
N -2.0894 0.1718 -0.9361
H -1.9120 -3.9342 -3.5880
H -0.2462 -4.6334 -4.0444
H -1.6793 -5.7522 -3.7055
H -0.0561 -4.1598 -1.4175
H -0.2435 -5.9619 -1.7031
H -2.3804 -2.4034 -2.1661
H -1.4253 -3.3997 4.1815
H -1.7480 -1.5215 4.0942
H 1.5514 1.5556 3.0128
H 0.1629 2.8067 3.2430
H 2.0767 4.1823 3.9099
H 2.4585 4.3965 2.0681
H 2.3394 3.7205 0.0765
H 1.9414 6.8358 -2.2632
H 0.2273 6.1621 -2.5655
H 1.1484 5.5440 -1.0805
H -2.2346 0.0210 -1.9478
In -0.7406 4.8153 -2.5570
```

Calculated values
Charge: +3
Lowest unoccupied orbital energy: -13.4 eV
Spin multiplicity: 1
Frontier orbital gap: 0.1202 Ha
E_HOMO: -16.632 eV

Entry 4:
The following is a quantum chemistry calculation of a structure of composition C40H32FeN9O5, from OMol25.

Structure (XYZ):
```
87
C40H32FeN9O5, DFT the ωB97M-V functional and the def2-TZVPD basis
Fe 0.3610 0.0582 -0.0933
C -0.9804 -1.0282 -4.1960
C -1.9045 -2.0237 -3.8770
C -2.5057 -1.9993 -2.6453
C -2.1632 -0.9939 -1.7205
N -1.2329 -0.0717 -2.0086
C -0.6910 -0.0941 -3.2283
N -2.8951 -0.9752 -0.5499
C -2.6197 -0.1804 0.4340
N -1.5599 0.6616 0.6256
C -1.7808 1.3959 1.7544
N -1.0951 2.3528 2.2880
C -0.0103 2.9436 1.6818
C 0.8218 3.7146 2.5197
C 1.8499 4.4412 1.9734
C 2.0322 4.4184 0.5899
C 1.1838 3.6204 -0.1501
N 0.2091 2.8707 0.3631
C -3.0270 0.9222 2.4073
C -3.6447 1.2872 3.5862
C -4.8159 0.6181 3.9248
C -5.3442 -0.3714 3.0969
C -4.7179 -0.7239 1.9063
C -3.5481 -0.0640 1.5867
H -0.4802 -1.0028 -5.1527
H -2.1372 -2.8099 -4.5838
H -3.2356 -2.7377 -2.3487
H 0.0213 0.6980 -3.4338
H 0.6124 3.7174 3.5791
H 2.4988 5.0351 2.6069
H 2.8062 4.9971 0.1054
H 1.2984 3.5639 -1.2282
H -3.2131 2.0484 4.2207
H -5.3247 0.8617 4.8493
H -6.2561 -0.8759 3.3908
H -5.1154 -1.4914 1.2565
C 3.3650 -2.0089 -3.2912
O 2.1321 -2.4239 -3.8528
C 1.3004 -3.1220 -2.9962
C 0.8143 -4.3290 -3.4465
C -0.0464 -5.1021 -2.6647
C -0.3692 -4.6496 -1.4036
C 0.0820 -3.4114 -0.9344
C -0.2595 -3.0374 0.4232
N -0.0490 -1.8727 0.9060
N -0.2923 -1.7118 2.2618
C 0.3263 -0.6382 2.6931
O 1.0512 0.1403 1.9819
C 0.1622 -0.3298 4.1459
C 0.9300 0.6715 4.7287
C 0.7743 0.9848 6.0690
C -0.1573 0.3030 6.8383
C -0.9281 -0.6960 6.2592
C -0.7681 -1.0130 4.9219
C 0.8925 -2.5657 -1.7490
O 1.2323 -1.3690 -1.4281
H 4.0086 -1.7353 -4.1276
H 3.2350 -1.1640 -2.6121
H 3.8323 -2.8258 -2.7315
H 1.1308 -4.6619 -4.4272
H -0.4159 -6.0498 -3.0310
H -0.9977 -5.2459 -0.7520
H -0.6765 -3.8084 1.0768
H 1.6328 1.2050 4.1054
H 1.3748 1.7685 6.5141
H -0.2861 0.5515 7.8838
H -1.6635 -1.2248 6.8524
H -1.3664 -1.7806 4.4518
O 2.4844 2.3101 -6.5824
C 3.6727 1.7258 -6.0745
N 3.4693 1.4894 -4.6793
C 4.3268 1.9435 -3.7256
O 5.3801 2.4959 -4.0023
C 3.9334 1.6884 -2.3047
C 4.8989 1.8537 -1.3138
C 4.5714 1.5587 -0.0065
C 3.2856 1.1176 0.2856
N 2.3479 0.9859 -0.6559
C 2.6712 1.2650 -1.9124
H 2.5983 2.4684 -7.5240
H 4.5342 2.3921 -6.1685
H 3.8772 0.7811 -6.5978
H 2.6260 1.0058 -4.4193
H 5.8854 2.1907 -1.5998
H 5.2973 1.6589 0.7872
H 2.9673 0.8723 1.2877
H 1.8656 1.1180 -2.6194
```

Calculated values
Charge: -1
Lowest unoccupied orbital energy (alpha / beta): 2.2 / 2.2 eV
Spin multiplicity: 5
Frontier orbital gap (alpha / beta): 0.2392 / 0.2424 Ha
E_HOMO (alpha / beta): -4.332 / -4.420 eV

Entry 5:
The following is a quantum chemistry calculation of an isolated molecule of C7H7NO3 in a non-equilibrium geometry, from OMol25.

Structure (XYZ):
```
18
C7H7NO3, DFT the ωB97M-V functional and the def2-TZVPD basis
C 2.2771 1.8827 1.0804
C 1.1689 1.2074 0.8932
N 0.3661 0.3170 1.3320
O -0.7409 0.3564 2.0251
O 0.5527 -1.0294 0.7675
C -0.4658 -1.4008 -0.1751
C -1.8788 -1.3321 0.2448
C -2.4711 -0.4311 -0.5512
O -1.7265 0.0792 -1.5753
C -0.4254 -0.3414 -1.2839
C 0.8289 0.1875 -1.5975
H 2.9153 1.6997 2.0162
H 2.6440 2.5692 0.2954
H 0.0056 -2.4058 -0.5783
H -2.2256 -1.9306 1.1093
H -3.4910 -0.0396 -0.6133
H 1.5984 -0.3880 -1.1777
H 1.0683 0.9998 -2.2114
```

Calculated values
Charge: 0
Lowest unoccupied orbital energy (alpha / beta): 0.2 / 0.2 eV
Spin multiplicity: 1
SMILES: C=C=[N+]([O-])O[C@H]1C=COC1=C
Frontier orbital gap (alpha / beta): 0.3294 / 0.3294 Ha
E_HOMO (alpha / beta): -8.715 / -8.714 eV

Entry 6:
The following is a quantum chemistry calculation of an isolated molecule of C4H8O2, from OMol25.

Structure (XYZ):
```
14
C4H8O2, DFT the ωB97M-V functional and the def2-TZVPD basis
C -0.6737 -0.2493 1.6864
C -0.7499 0.6502 0.5944
O -1.6856 0.7229 -0.2761
C 0.7556 0.4658 -0.1396
C 0.6888 -0.7071 -1.1162
O -0.2427 -0.5146 -2.1328
H 0.1420 -0.1691 2.4001
H -0.4052 1.6183 1.0873
H -1.4150 -1.0327 1.8429
H 0.8491 1.4013 -0.6948
H 1.5724 0.3713 0.5804
H 0.5161 -1.6425 -0.5554
H 1.6804 -0.7864 -1.5849
H -1.0323 -0.1282 -1.6917
```

Calculated values
Charge: 0
Lowest unoccupied orbital energy (alpha / beta): -1.9 / -1.1 eV
Spin multiplicity: 1
Frontier orbital gap (alpha / beta): 0.2592 / 0.3105 Ha
E_HOMO (alpha / beta): -8.933 / -9.499 eV

Entry 7:
The following is a quantum chemistry calculation of a structure of composition C7H6F3IS in a non-equilibrium geometry, from OMol25.

Structure (XYZ):
```
18
C7H6F3IS, DFT the ωB97M-V functional and the def2-TZVPD basis
C 0.9923 -0.8424 0.3594
C 0.7060 0.1763 1.3356
C 0.2692 -0.8837 -0.7623
C -0.4133 0.6664 1.7616
C -0.8677 0.0817 -1.1959
C -2.0843 -0.0713 -0.3119
C -2.9749 2.6092 0.0708
F -2.8585 2.5351 1.3865
F -1.7196 3.0289 -0.2878
F -3.7774 3.5331 -0.3836
S -3.4887 0.9274 -0.6532
I -2.7088 -2.0209 0.2349
H 1.7368 -1.4625 0.6877
H 1.5313 0.6508 1.8774
H 0.4841 -1.6163 -1.5477
H -0.7706 1.4148 2.3693
H -0.4118 1.0108 -1.1772
H -1.2632 -0.3650 -2.2185
```

Calculated values
Charge: 0
Lowest unoccupied orbital energy (alpha / beta): -0.7 / 0.1 eV
Spin multiplicity: 1
Frontier orbital gap (alpha / beta): 0.2844 / 0.3030 Ha
E_HOMO (alpha / beta): -8.469 / -8.179 eV

Entry 8:
The following is a quantum chemistry calculation of an isolated molecule of C7H15NOS in a non-equilibrium geometry, from OMol25.

Structure (XYZ):
```
25
C7H15NOS, DFT the ωB97M-V functional and the def2-TZVPD basis
C 1.0453 2.1430 -0.4005
C 2.3603 1.6279 -0.0480
C -0.4360 0.1235 -0.2518
C 1.4219 -1.0144 0.3598
C 1.2370 -2.4486 0.0110
C -2.9564 0.2264 -0.4250
C -1.6988 -0.4838 0.2801
N -0.0873 1.4008 0.2576
O 4.0674 -0.3721 0.1757
S 2.8272 -0.2485 -0.5657
H 0.7974 3.1759 -0.1015
H 0.7901 2.0897 -1.3924
H 3.1457 2.1519 -0.4407
H 2.5619 1.7704 1.0634
H -0.1762 -0.0619 -1.3225
H 1.1821 -0.5844 1.3328
H 0.1969 -2.4544 0.1464
H 1.6116 -3.2151 0.5918
H 1.4744 -2.6508 -1.0146
H -2.9035 1.3012 -0.2114
H -3.9021 -0.1509 0.0644
H -2.9836 -0.0280 -1.4312
H -1.8229 -1.5980 0.0378
H -1.7084 -0.3439 1.3637
H -0.0390 1.5847 1.2322
```

Calculated values
Charge: 0
Lowest unoccupied orbital energy (alpha / beta): 0.9 / -1.0 eV
Spin multiplicity: 3
Frontier orbital gap (alpha / beta): 0.2246 / 0.2910 Ha
E_HOMO (alpha / beta): -5.192 / -8.893 eV

What are the total energy values for these records? In order: -5286.4593; -8727.3453; -270130.4192; -100039.7336; -14996.7711; -8368.4328; -34439.0363; -21868.4107 eV.
What are the relative energy (zero: lowest compared OMol25 entry of this formula, charge and spin) values for these records? In order: 1.691; 4.334; 14.197; 0.590; 8.825; 4.849; 5.048; 0.159 eV.